{
  "formula": "C12H40BInO11",
  "method": "ωB97M-V/def2-TZVPD",
  "multiplicity": 2,
  "s_squared": 0.755,
  "homo_lumo_gap_ev": [9.481, 3.205],
  "charge": 1,
  "symbols": ["In", "B", "H", "H", "H", "H", "C", "C", "O", "H", "H", "H", "H", "H", "H", "C", "C", "O", "O", "H", "H", "H", "H", "H", "H", "C", "C", "O", "O", "H", "H", "H", "H", "H", "H", "C", "C", "O", "O", "H", "H", "H", "H", "H", "H", "C", "C", "O", "O", "H", "H", "H", "H", "H", "H", "C", "C", "O", "O", "H", "H", "H", "H", "H", "H"],
  "coordinates": [[-3.053474, -0.168322, -1.125662], [-0.047014, 0.389198, -0.239092], [-0.414934, 0.763848, -1.181702], [1.020906, 0.543458, -0.240652], [-0.534694, 0.883128, 0.587008], [-0.349274, -0.642532, -0.147332], [2.113116, -2.406152, 1.310978], [2.223946, -2.611232, 2.788458], [1.091096, -2.210072, 3.451998], [1.970256, -1.338772, 1.142428], [1.273436, -2.963452, 0.895698], [3.027466, -2.717352, 0.805798], [2.993896, -1.905162, 3.099518], [2.648526, -3.579372, 3.054008], [1.057766, -1.293172, 3.169568], [3.390696, 0.696168, -2.064852], [2.523096, 1.364368, -3.147342], [1.478236, 2.055338, -2.552372], [2.939276, -0.536722, -1.513152], [3.570656, 1.312788, -1.184222], [4.379796, 0.661988, -2.521592], [2.139446, 0.682378, -3.906162], [3.085196, 2.110358, -3.709162], [0.948206, 1.423288, -2.061252], [2.219086, -0.338152, -0.910252], [-1.957864, -1.775012, 2.124548], [-2.616404, -3.001352, 1.549248], [-2.887164, -2.847902, 0.093818], [-2.646544, -0.597252, 1.907538], [-1.022324, -1.688072, 1.572008], [-1.712654, -1.972172, 3.168148], [-3.590964, -3.167162, 2.008418], [-2.091034, -3.938852, 1.731408], [-2.803984, -3.774222, -0.144132], [-2.883124, -0.290922, 2.786058], [-2.454434, 3.267598, 0.209268], [-3.920254, 3.181158, 0.774138], [-4.269924, 1.806288, 0.899238], [-2.400254, 2.841118, -1.167502], [-1.894494, 2.650908, 0.912308], [-2.019444, 4.264828, 0.275758], [-4.607004, 3.842648, 0.246028], [-3.980874, 3.536598, 1.802768], [-4.954564, 1.825608, 1.571918], [-2.494034, 3.635048, -1.699002], [-0.363774, -1.970152, -3.186652], [-0.726424, -0.938722, -4.237992], [-1.269704, 0.232968, -3.589012], [-1.478274, -2.416762, -2.393202], [0.359736, -1.543512, -2.491952], [0.030986, -2.858402, -3.679872], [-1.283764, -1.324992, -5.091382], [0.192836, -0.685232, -4.766002], [-1.105184, 1.009678, -4.128702], [-1.370664, -3.318772, -2.082722], [3.009036, 1.747928, 1.856108], [2.059676, 1.551688, 3.027628], [1.064146, 0.602738, 2.640688], [2.359696, 2.390488, 0.763328], [3.499346, 0.855808, 1.466468], [3.744256, 2.467508, 2.216318], [1.648566, 2.518858, 3.316898], [2.617856, 1.023868, 3.800888], [0.851616, 0.852138, 1.738338], [1.672636, 1.828148, 0.398188]],
  "atomic_forces_ev_per_a": [[0.33, -0.10, 0.27], [-0.88, -0.28, -0.20], [-1.38, 1.66, -3.66], [4.51, 0.33, 0.03], [-1.45, 2.23, 2.93], [-0.55, -4.01, 0.12], [0.00, -0.33, -0.65], [2.28, 0.51, -0.23], [-1.28, -0.52, 0.59], [-0.18, -0.01, -0.22], [-0.09, 0.05, -0.13], [0.06, -0.03, -0.07], [0.75, -0.03, 0.14], [-0.80, -0.29, 0.21], [-0.75, 0.70, 0.33], [1.14, -1.78, 2.66], [-1.40, 2.02, -0.98], [1.24, 0.10, -0.52], [1.12, 1.09, -2.61], [-0.71, 1.04, -0.30], [-0.05, -1.03, -0.44], [0.08, -0.92, 0.39], [0.39, -0.03, 0.37], [-1.53, -0.74, 0.87], [-0.73, 0.12, 1.02], [1.82, -1.74, -0.90], [-1.72, 0.24, -0.38], [0.75, -0.44, 1.62], [-1.03, 0.71, 0.30], [0.35, 0.04, 0.26], [-0.03, 0.12, 0.07], [-0.23, 0.18, 0.15], [0.62, 0.31, -0.04], [-0.29, 0.06, -0.84], [-0.33, 0.50, -0.22], [-1.57, 0.22, 0.59], [1.52, 0.65, 0.44], [-0.38, 0.25, -0.67], [0.17, -0.31, 0.87], [0.41, -0.48, -0.76], [-0.32, 0.17, 0.17], [-0.30, -0.53, -0.65], [0.69, 0.62, 0.08], [-0.20, -0.60, -0.05], [-0.08, -0.02, -0.11], [-0.50, -0.78, 0.34], [0.41, 0.32, 0.13], [0.09, -0.81, -0.37], [-0.45, 0.98, -0.59], [0.26, 0.05, -0.10], [0.43, 0.21, -0.20], [-1.00, -0.07, 0.49], [0.56, 0.19, 0.32], [-0.15, 0.03, -0.15], [0.31, 0.10, -0.08], [-0.08, 1.16, 0.08], [0.62, -1.64, -0.74], [0.05, 0.46, 0.37], [0.31, 0.60, -0.08], [0.03, -0.39, 0.55], [0.35, -0.11, -0.26], [-0.06, -0.10, 0.23], [0.00, 0.59, 0.45], [-0.90, -0.35, -0.19], [-0.23, -0.14, -0.03]],
  "nbo_charge": [0.90, -0.81, -0.01, -0.08, 0.02, 0.02, -0.63, -0.06, -0.73, 0.19, 0.20, 0.21, 0.14, 0.18, 0.49, -0.11, -0.10, -0.42, -0.54, 0.25, 0.25, 0.24, 0.23, 0.54, 0.52, -0.11, -0.10, -0.75, -0.72, 0.19, 0.20, 0.17, 0.19, 0.47, 0.49, -0.10, -0.09, -0.73, -0.74, 0.21, 0.18, 0.17, 0.17, 0.48, 0.48, -0.09, -0.09, -0.74, -0.74, 0.18, 0.19, 0.19, 0.16, 0.48, 0.49, -0.10, -0.09, -0.76, -0.74, 0.17, 0.20, 0.19, 0.20, 0.50, 0.48]
}

---

{
  "formula": "C32H80F2FeO16S4",
  "method": "ωB97M-V/def2-TZVPD",
  "multiplicity": 5,
  "s_squared": 6.008,
  "homo_lumo_gap_ev": [8.945, 7.945],
  "symbols": ["Fe", "F", "F", "C", "O", "C", "C", "O", "C", "C", "O", "C", "H", "H", "H", "H", "H", "H", "H", "H", "H", "H", "H", "H", "H", "H", "C", "O", "C", "C", "O", "C", "C", "O", "C", "H", "H", "H", "H", "H", "H", "H", "H", "H", "H", "H", "H", "H", "H", "C", "O", "C", "C", "O", "C", "C", "O", "C", "H", "H", "H", "H", "H", "H", "H", "H", "H", "H", "H", "H", "H", "H", "C", "O", "C", "C", "O", "C", "C", "O", "C", "H", "H", "H", "H", "H", "H", "H", "H", "H", "H", "H", "H", "H", "H", "C", "S", "O", "C", "H", "H", "H", "H", "H", "H", "C", "S", "O", "C", "H", "H", "H", "H", "H", "H", "C", "S", "O", "C", "H", "H", "H", "H", "H", "H", "C", "S", "O", "C", "H", "H", "H", "H", "H", "H"],
  "coordinates": [[-3.734427, -0.583616, -1.495955], [-4.153606, -2.005311, -0.464984], [-2.226689, 0.558428, -1.667570], [-4.963099, 7.786070, 3.410329], [-4.037563, 6.856298, 2.833480], [-3.199401, 6.344834, 3.815792], [-2.275201, 5.382428, 3.164483], [-2.817242, 4.111320, 2.853357], [-1.882860, 3.323498, 2.020712], [-1.253531, 2.235648, 2.844798], [-0.281353, 2.884947, 3.723811], [0.510673, 1.856819, 4.381640], [-4.352771, 8.555749, 3.898414], [-5.526971, 7.364306, 4.265650], [-5.659381, 8.165694, 2.692326], [-3.667934, 5.819324, 4.597989], [-2.646302, 7.167949, 4.280978], [-1.488212, 5.208214, 3.886878], [-1.726102, 5.797345, 2.277554], [-1.090777, 3.946316, 1.646953], [-2.531523, 2.834962, 1.278520], [-0.612098, 1.687516, 2.138343], [-1.931562, 1.542614, 3.303520], [1.248709, 2.343205, 5.028334], [1.155808, 1.342195, 3.691956], [-0.105866, 1.171363, 5.003562], [7.821590, -2.593616, -1.096376], [6.466220, -3.041959, -1.155867], [6.394039, -4.229289, -1.919866], [4.943992, -4.475941, -2.094810], [4.447762, -3.841366, -3.274338], [2.995180, -3.647766, -3.272073], [2.491149, -2.342474, -2.639600], [1.151087, -2.243556, -3.003402], [0.335977, -1.410447, -2.164649], [8.181730, -2.264558, -2.109212], [8.555470, -3.280609, -0.810592], [7.768458, -1.828366, -0.352890], [6.939889, -5.052904, -1.421372], [6.854474, -4.107657, -2.928056], [4.386729, -4.125444, -1.181201], [4.760309, -5.576517, -2.294925], [2.412144, -4.490643, -2.776175], [2.659833, -3.562336, -4.284402], [3.133529, -1.381013, -2.794007], [2.639924, -2.494232, -1.550755], [-0.701973, -1.618565, -2.432641], [0.588576, -0.325058, -2.259105], [0.431375, -1.849249, -1.158659], [4.155507, -0.788863, 2.164048], [2.906626, -0.172020, 1.964139], [2.598249, 0.032569, 0.569743], [1.420438, 1.019257, 0.473437], [1.475513, 2.195050, 1.229127], [2.631825, 2.956899, 1.036407], [2.329915, 4.333336, 1.608013], [1.466001, 4.964292, 0.701743], [1.129275, 6.255854, 0.966212], [4.428491, -0.938382, 3.156634], [4.932034, -0.142972, 1.692538], [4.205372, -1.802069, 1.644875], [2.322221, -0.942043, 0.153115], [3.481581, 0.443074, 0.042977], [0.521378, 0.485247, 0.818524], [1.270956, 1.261809, -0.612760], [2.808996, 3.143635, -0.031919], [3.526484, 2.536553, 1.487949], [3.257219, 4.972762, 1.732036], [1.788209, 4.293248, 2.494472], [1.978780, 6.971857, 0.726421], [0.799762, 6.337837, 2.012316], [0.233374, 6.478566, 0.352849], [-0.859815, -4.658697, -2.245677], [0.052736, -4.651226, -1.086233], [-0.615117, -5.148470, 0.075877], [0.206693, -4.822535, 1.303063], [1.240180, -5.765232, 1.456735], [2.504936, -5.439875, 0.998566], [3.424500, -6.551398, 1.325356], [3.770426, -6.589204, 2.688905], [4.453977, -7.792174, 3.032050], [-0.915070, -5.665994, -2.746742], [-0.397169, -3.858491, -2.866292], [-1.901436, -4.469713, -1.899242], [-0.874687, -6.235559, -0.084450], [-1.571914, -4.586868, 0.175941], [-0.294440, -4.905301, 2.272762], [0.665662, -3.802362, 1.228181], [2.947217, -4.550245, 1.518158], [2.564782, -5.250841, -0.087218], [4.288999, -6.463859, 0.653622], [2.970996, -7.533132, 0.997809], [4.015314, -8.642513, 2.457962], [4.408357, -7.894107, 4.104319], [5.525203, -7.706618, 2.732806], [-1.676712, -1.349495, -5.576675], [-3.267637, -1.164538, -4.710215], [-3.108051, -1.791404, -3.345223], [-3.212792, 0.657439, -4.394010], [-1.470808, -2.462191, -5.693488], [-0.864029, -0.837907, -5.096629], [-1.810125, -0.854688, -6.513058], [-4.173845, 0.689366, -3.878808], [-3.190780, 1.242353, -5.311025], [-2.392502, 0.921774, -3.714923], [-1.126651, 3.757925, -1.620275], [-1.734503, 3.793929, -3.355841], [-3.227299, 3.767619, -3.382277], [-1.270944, 5.566493, -3.520432], [-0.108706, 4.061685, -1.621273], [-1.277777, 2.795107, -1.205114], [-1.740522, 4.424483, -1.071358], [-0.242282, 5.788101, -3.163023], [-2.112983, 6.149894, -3.023761], [-1.133742, 5.748819, -4.562140], [-1.813614, -1.805032, 1.734108], [-3.159403, -0.877109, 2.494491], [-3.674529, 0.258024, 1.609493], [-4.449691, -2.196369, 2.602849], [-1.102883, -1.119586, 1.349476], [-2.225958, -2.417977, 0.986590], [-1.355522, -2.381931, 2.516043], [-3.983057, -3.062350, 3.045183], [-4.776864, -2.452313, 1.584921], [-5.262039, -1.850611, 3.273483], [-4.656410, 2.524232, -0.458798], [-5.996694, 1.519399, -0.977120], [-5.379507, 0.508609, -1.874499], [-6.839402, 2.712444, -2.096500], [-4.848439, 3.340598, 0.264161], [-4.084145, 2.791190, -1.299347], [-4.031834, 1.853816, 0.194281], [-6.180689, 2.922526, -3.034222], [-6.914703, 3.594430, -1.518023], [-7.808602, 2.407603, -2.462086]],
  "atomic_forces_ev_per_a": [[1.38, -0.04, -0.14], [-0.25, -0.90, 0.54], [-0.05, 0.09, 0.14], [1.08, -0.63, 1.28], [-1.93, 0.65, 0.01], [0.88, 0.25, -1.38], [2.07, -0.48, -0.31], [0.34, 0.10, -1.02], [-2.14, -0.45, 1.73], [2.43, 1.10, -0.86], [-0.42, -1.77, 0.67], [-0.27, 1.14, 0.47], [-0.25, 0.52, -0.35], [0.04, -0.32, -0.50], [-0.07, 0.21, -0.58], [-1.30, -0.65, 1.09], [0.34, 0.01, 0.01], [0.55, -0.04, 0.42], [-0.82, 0.06, 0.45], [0.20, 0.32, -0.58], [0.56, 0.36, -0.12], [-0.42, -0.31, 0.00], [-0.46, 0.00, 0.70], [-0.47, 0.30, 0.20], [-0.19, -0.65, -0.76], [0.25, 0.34, -0.53], [-1.40, 1.38, -1.44], [1.63, -0.45, -0.26], [0.29, 0.40, -0.36], [-1.83, -1.75, -0.43], [-1.48, 0.78, 0.35], [0.49, -0.11, 0.48], [1.79, 0.65, 1.57], [-0.23, 0.63, -0.29], [0.28, -0.76, 0.05], [-0.53, 0.27, 0.79], [0.74, -1.80, 0.84], [0.48, 0.89, 0.12], [-0.40, 0.18, -0.01], [-0.16, 0.10, 0.47], [0.52, -0.45, -0.74], [0.13, 0.84, 0.77], [0.95, 0.77, -0.52], [0.18, -0.45, -0.90], [-1.02, -1.52, -0.59], [-0.60, 0.16, 0.01], [0.10, 0.44, -0.29], [-0.19, -0.87, 0.24], [0.12, 0.75, 0.16], [0.40, -0.45, -3.46], [-0.32, 0.19, -0.03], [0.36, 0.59, 1.18], [-0.50, -0.96, -0.83], [0.34, -0.53, 0.14], [-0.17, 1.33, -0.08], [1.52, 0.90, -1.40], [0.06, -1.44, -1.64], [-0.35, 1.47, 0.16], [-0.18, 0.01, 1.94], [-0.14, -0.45, 0.22], [-0.07, 1.02, 0.48], [-0.02, 0.23, -0.35], [-0.17, -0.28, 0.17], [0.18, 0.26, -0.18], [0.11, -0.18, 0.66], [0.12, -0.31, -0.07], [0.07, -0.32, 0.18], [-0.64, -0.79, -0.03], [-0.57, -0.46, 2.17], [-0.93, -0.54, 0.40], [0.24, 0.42, 0.05], [0.60, 0.18, 0.14], [0.72, -0.15, 0.75], [-1.13, -0.46, -0.46], [-1.00, 0.51, -0.47], [1.09, -0.09, 0.10], [0.09, -0.55, 0.23], [0.83, 1.05, 0.14], [0.29, -1.77, -0.83], [-0.07, -0.32, -0.09], [0.43, 0.47, -1.27], [0.49, 0.86, 0.37], [-0.90, -0.84, 0.01], [0.70, 0.45, -0.34], [0.45, 0.88, 0.63], [0.22, -0.36, -0.07], [-0.72, 0.26, -0.46], [-0.62, -0.52, -0.12], [-0.58, -0.17, -0.29], [-0.34, -0.05, 0.17], [0.44, 0.18, 0.31], [0.08, 0.75, 0.48], [0.20, 0.32, 0.75], [-0.18, -0.27, 0.24], [-0.51, -0.14, 0.15], [-0.38, -1.55, 0.42], [1.06, 0.88, -0.21], [-0.18, 0.24, 0.18], [-0.16, -1.21, -0.07], [-0.23, 1.51, 0.07], [0.32, 0.01, 0.71], [-0.22, 0.03, -0.95], [0.06, 0.89, 0.00], [-0.23, -0.13, -0.07], [-0.26, -0.35, -0.14], [-0.98, -0.31, -1.19], [0.78, 0.71, 0.77], [0.14, -0.03, 0.21], [-0.12, 0.02, 0.65], [0.90, 0.16, 0.08], [0.03, -1.22, 0.19], [-0.53, 0.98, 0.55], [-0.83, -0.28, 0.53], [1.29, -0.57, -0.73], [-0.74, 0.39, -0.94], [-0.97, 0.23, 0.59], [-1.01, 1.04, 0.58], [0.60, -1.42, 0.26], [0.15, 0.62, -0.49], [0.56, 0.80, -0.43], [-0.33, -0.81, -1.23], [0.14, -0.31, 0.46], [0.28, -0.28, 0.27], [-0.03, 0.29, 0.28], [0.54, 0.00, -0.59], [0.86, -0.52, 2.52], [-1.89, 1.41, 0.51], [0.19, -0.81, -1.23], [2.01, -0.50, -1.83], [-0.57, -0.16, -0.78], [0.69, 0.67, -1.18], [-0.56, 0.13, -0.79], [-0.82, -0.41, 1.80], [-0.21, 1.07, 0.53], [-0.21, -0.49, 0.30]],
  "mulliken_charge": [1.46, -0.95, 0.12, -0.78, -0.27, -0.78, -0.09, -0.48, 1.54, 0.35, -0.36, -0.67, 0.31, 0.31, 0.24, 0.44, 0.41, 0.27, 0.08, -0.35, -0.97, -0.84, 0.97, 0.28, 0.11, 0.30, -0.88, -0.18, -0.74, 0.30, -0.46, -0.72, 0.40, -0.18, 0.06, 0.31, 0.37, 0.21, 0.40, 0.33, -0.12, 0.28, 0.13, 0.43, 0.27, -0.43, -0.38, 0.34, 0.14, -0.74, -0.23, -0.39, 0.59, 0.56, -0.72, -0.69, -0.08, -0.88, 0.34, 0.35, 0.11, 0.00, 0.45, -1.12, 0.16, 0.34, 0.24, 0.36, 0.34, 0.27, 0.37, 0.21, -0.67, -0.01, -0.38, -0.28, -0.45, 0.54, -0.79, -0.32, -0.66, 0.24, -0.01, 0.44, 0.26, 0.31, 0.37, -0.01, -0.04, 0.01, 0.39, 0.33, 0.29, 0.25, 0.25, -0.90, 0.29, -0.56, -0.52, 0.29, 0.15, 0.52, 0.08, 0.63, -0.12, -1.13, 0.51, -0.62, -1.08, 0.80, -0.11, 0.43, 0.33, 0.26, 0.44, 0.31, 0.32, -0.70, -1.00, -0.97, 0.13, 0.75, 0.44, 0.15, 0.36, 0.03, 0.28, -0.57, -0.98, 0.68, 0.01, -0.41, 0.20, 0.41, 0.40]
}

---

{
  "formula": "C3H9N5",
  "method": "ωB97M-V/def2-TZVPD",
  "e_above_lowest_kcal_mol": 138.26,
  "homo_lumo_gap_ev": 9.484,
  "symbols": ["C", "C", "C", "H", "H", "H", "H", "H", "H", "H", "H", "H", "N", "N", "N", "N", "N"],
  "coordinates": [[-1.160658, 2.100465, 0.087446], [0.631629, 0.435033, -0.118414], [-1.644147, -0.708539, 0.115104], [-1.292637, 3.166929, -0.336127], [-1.805818, 1.724317, -0.825974], [-1.721788, 1.831072, 1.002970], [2.774662, 0.917440, -0.345896], [2.611862, -1.929451, -0.298981], [2.051757, -1.424077, 1.058183], [0.299688, -1.840649, -0.316462], [-2.063955, 0.382865, 0.587695], [-3.487022, -1.249467, -0.010676], [0.315283, 1.710404, 0.089740], [1.992578, 0.163205, -0.304085], [2.472696, -1.074129, 0.265878], [-0.182341, -0.754670, -0.064379], [-2.359314, -1.836343, -0.132804]],
  "atomic_forces_ev_per_a": [[-0.01, 0.97, -3.49], [-0.29, 1.58, 1.02], [-0.33, -1.51, 0.34], [0.75, -0.96, 2.00], [1.37, -0.44, 1.61], [0.52, 1.07, -0.23], [-2.68, -1.64, 0.48], [-0.21, 1.48, -0.69], [-1.41, 0.29, 2.39], [-2.06, 4.66, 0.77], [1.28, -4.10, -1.71], [3.99, -2.93, -0.30], [-1.89, -2.42, -0.85], [1.30, -1.39, 0.34], [1.89, 0.37, -2.33], [-0.16, -1.95, -0.53], [-2.07, 6.93, 1.18]],
  "nbo_charge": [-0.46, 0.58, 0.23, 0.22, 0.19, 0.18, 0.42, 0.35, 0.35, 0.44, 0.21, 0.33, -0.55, -0.46, -0.68, -0.70, -0.65]
}

---

- Which formula does entry 2 have?
  C32H80F2FeO16S4

---

- Which formula does entry 1 have?
  C12H40BInO11